# 1
50
Properties=species:S:1:pos:R:3 method="wB97M-V/def2-TZVPD" max_force_ev_per_a=0.69 charge=-1 lumo_ha=0.0419
C 2.121 1.081 1.838
C 1.120 1.413 0.724
C 0.059 0.375 0.447
C -1.370 0.714 0.445
C -1.883 2.114 0.737
C -2.548 2.287 2.110
C -1.736 1.913 3.331
Cl -0.429 3.085 3.646
C -2.323 -0.211 0.127
C -3.792 0.077 -0.048
C -4.173 0.628 -1.430
C -3.698 -0.213 -2.620
C -2.317 0.180 -3.140
O -1.636 -0.899 -3.780
C -1.899 -1.544 -0.128
N -2.695 -2.582 -0.417
S -1.730 -3.834 -0.656
N -0.296 -3.167 -0.432
C -0.521 -1.886 -0.134
C 0.448 -0.886 0.137
Br 2.244 -1.415 -0.023
H 3.015 0.608 1.439
H 2.435 1.994 2.333
H 1.702 0.387 2.563
H 1.652 1.607 -0.210
H 0.645 2.342 0.993
H -1.139 2.886 0.604
H -2.653 2.321 -0.006
H -3.477 1.722 2.163
H -2.820 3.337 2.231
H -2.369 1.965 4.211
H -1.319 0.912 3.275
H -4.335 -0.855 0.088
H -4.155 0.768 0.709
H -5.261 0.682 -1.471
H -3.811 1.650 -1.562
H -3.714 -1.274 -2.380
H -4.415 -0.070 -3.429
H -1.693 0.572 -2.334
H -2.419 0.937 -3.913
H -1.397 -1.538 -3.101
B 5.871 -2.278 -0.805
O 6.394 -0.944 -0.373
C 7.620 -1.071 0.092
O 8.318 -0.189 0.514
C 8.011 -2.565 0.002
O 9.064 -3.032 0.342
O 6.991 -3.221 -0.510
F 5.565 -2.274 -2.152
F 4.745 -2.611 -0.048



# 2
60
Properties=species:S:1:pos:R:3 method="wB97M-V/def2-TZVPD" max_force_ev_per_a=8.84 lumo_ha=-0.0151
C 5.531 -5.654 -0.624
C 4.434 -4.421 -0.878
C 3.565 -4.043 0.459
Cl 4.413 -4.673 2.023
C 2.038 -4.637 0.491
O 2.155 -6.038 0.925
S 1.698 -7.011 -0.441
O 0.618 -8.126 -0.173
O 2.837 -7.808 -1.162
O 1.309 -5.821 -1.644
C 1.099 -4.593 -0.853
Cl -0.601 -4.951 -0.107
H 5.023 -6.626 -0.206
H 6.025 -5.855 -1.686
H 6.405 -5.335 0.102
H 5.111 -3.465 -1.115
H 3.784 -4.591 -1.845
H 3.541 -2.859 0.587
H 1.490 -3.859 1.193
H 0.880 -3.579 -1.393
O 3.954 -0.324 2.511
C 2.906 -0.191 1.901
O 2.157 0.954 1.902
C 1.106 0.745 0.981
C 1.006 -0.741 0.937
F 0.608 -1.162 -0.285
O 2.333 -1.168 1.143
H 1.380 1.180 0.013
H 0.182 1.214 1.328
H 0.357 -1.170 1.708
O -1.668 0.242 2.137
C -2.334 1.249 2.315
O -2.719 1.706 3.546
C -3.351 2.952 3.329
C -3.788 2.850 1.908
F -3.774 4.063 1.311
O -2.790 2.052 1.313
H -2.629 3.758 3.494
H -4.192 3.088 4.014
H -4.767 2.378 1.771
O -1.122 1.531 -0.893
C -1.886 1.366 -1.829
O -1.954 2.191 -2.918
C -2.856 1.585 -3.822
C -3.682 0.726 -2.927
F -4.096 -0.387 -3.574
O -2.780 0.341 -1.915
H -2.294 1.007 -4.564
H -3.454 2.338 -4.343
H -4.541 1.238 -2.480
O -2.672 7.755 2.165
C -2.240 7.315 1.112
O -1.406 6.235 1.017
C -1.249 5.972 -0.363
C -1.562 7.291 -0.981
F -2.129 7.131 -2.198
O -2.524 7.843 -0.111
H -1.949 5.186 -0.664
H -0.231 5.639 -0.585
H -0.703 7.967 -1.056



# 3
44
Properties=species:S:1:pos:R:3 method="wB97M-V/def2-TZVPD" max_force_ev_per_a=0.77 relative_energy_kcal_mol=0.00 lumo_ha=-0.0004
C -5.472 4.067 0.125
C -4.073 4.488 0.552
O -3.071 3.665 -0.038
C -2.851 2.476 0.579
O -3.404 2.135 1.600
N -1.961 1.713 -0.091
C -1.191 2.154 -1.233
C 0.294 2.242 -0.841
N 0.812 1.009 -0.283
C 1.044 -0.039 -1.266
C 1.881 -1.138 -0.669
C 3.081 -0.813 -0.016
C 3.878 -1.777 0.540
Cl 5.347 -1.318 1.334
C 3.522 -3.141 0.474
C 4.271 -4.209 1.005
C 3.804 -5.490 0.871
C 2.585 -5.703 0.208
N 1.864 -4.740 -0.297
C 2.306 -3.472 -0.180
C 1.489 -2.458 -0.747
O 0.340 -2.832 -1.351
C -0.006 0.586 0.840
C -1.497 0.469 0.490
H -5.554 4.073 -0.959
H -6.203 4.754 0.542
H -5.680 3.065 0.491
H -3.981 4.435 1.642
H -3.843 5.499 0.207
H -1.559 3.123 -1.563
H -1.322 1.427 -2.043
H 0.893 2.522 -1.710
H 0.408 3.017 -0.076
H 1.596 0.411 -2.097
H 0.124 -0.484 -1.669
H 3.353 0.228 0.047
H 5.204 -4.002 1.508
H 4.355 -6.330 1.265
H 2.188 -6.703 0.088
H 0.296 -3.802 -1.270
H 0.367 -0.372 1.206
H 0.115 1.332 1.631
H -2.089 0.274 1.385
H -1.657 -0.341 -0.230



# 4
52
Properties=species:S:1:pos:R:3 method="wB97M-V/def2-TZVPD" max_force_ev_per_a=3.56 charge=+1 lumo_ha=-0.1845
C 0.985 0.203 2.312
C 1.020 1.226 1.075
C 0.476 0.510 -0.215
F -0.772 -0.111 0.129
C 1.432 -0.659 -0.635
C 0.832 -1.863 -1.281
C 1.743 -2.950 -1.636
N 3.118 -2.882 -1.373
C 3.677 -1.765 -0.777
O 5.032 -1.688 -0.506
C 2.876 -0.604 -0.378
H 1.605 0.693 3.109
H -0.069 0.041 2.664
H 1.465 -0.784 2.068
H 2.073 1.599 0.995
H 0.365 2.093 1.354
H 0.236 1.212 -1.065
H -0.255 -1.987 -1.491
H 1.327 -3.853 -2.137
H 3.741 -3.659 -1.611
H 5.413 -2.465 -0.962
H 3.388 0.256 0.123
C -2.342 0.095 6.787
C -3.126 0.665 5.643
O -2.178 1.490 4.989
C -0.964 0.922 5.231
O 0.030 1.182 4.626
O -1.027 0.016 6.242
F -4.143 1.438 6.083
H -2.335 0.753 7.659
H -2.702 -0.887 7.091
H -3.507 -0.082 4.941
C -4.003 0.757 -0.418
C -3.993 1.267 -1.829
O -5.255 1.887 -1.953
C -5.583 2.317 -0.697
O -6.435 3.106 -0.462
O -4.797 1.729 0.251
F -3.922 0.244 -2.718
H -4.477 -0.224 -0.329
H -3.004 0.704 0.013
H -3.204 1.994 -2.040
C 2.892 -0.361 -3.936
C 3.073 -0.973 -5.294
O 2.207 -0.209 -6.105
C 2.149 1.028 -5.525
O 1.738 1.999 -6.060
O 2.631 1.000 -4.246
F 2.653 -2.265 -5.306
H 2.040 -0.780 -3.397
H 3.783 -0.457 -3.315
H 4.092 -0.913 -5.685



# 5
47
Properties=species:S:1:pos:R:3 method="wB97M-V/def2-TZVPD" max_force_ev_per_a=4.57 relative_energy_kcal_mol=0.23 charge=+2 lumo_ha=-0.3233
C 2.280 -2.493 0.800
C 1.932 -1.968 2.094
H 1.548 -3.260 0.538
H 3.327 -2.975 0.897
H 2.440 -1.823 -0.138
H 1.437 -0.955 2.450
H 1.177 -2.678 2.507
H 2.828 -1.788 2.659
C 0.935 -0.268 -2.745
C 0.867 0.306 -3.997
C 0.472 1.632 -4.139
C 0.111 2.378 -3.030
H 1.188 -1.304 -2.498
H 1.182 -0.306 -4.849
H 0.471 2.091 -5.118
H -0.125 3.440 -3.081
N 0.634 0.495 -1.652
C 0.163 1.780 -1.775
C -0.142 2.506 -0.549
N 0.011 1.836 0.654
C -0.141 2.393 1.870
C -0.611 4.457 0.753
C -0.447 3.732 1.937
H -0.036 1.696 2.730
H -0.528 4.154 2.921
C -0.461 3.849 -0.471
H -0.516 4.390 -1.408
H -0.837 5.516 0.823
Ti 0.687 0.024 0.293
C 2.676 0.651 0.619
H 2.616 1.641 1.143
H 3.079 0.890 -0.392
H 3.468 0.097 1.146
C -2.785 -1.628 -0.606
C -1.906 -1.885 0.585
O -0.655 -1.187 0.551
C -2.670 -1.528 1.900
F -3.880 -2.148 2.037
F -1.942 -1.824 3.003
F -2.918 -0.190 1.892
C -1.563 -3.382 0.596
F -2.648 -4.198 0.627
F -0.876 -3.735 -0.532
F -0.791 -3.745 1.640
H -3.068 -0.571 -0.599
H -3.709 -2.234 -0.555
H -2.274 -1.884 -1.532



E readings, ordered: -4802.82885; -3581.50678; -1510.02949; -1866.14649; -2292.64367 Ha